ORCA calculation (ωB97M-V/def2-TZVPD) on a 2-piece molecular cluster, Br2FP overall at a distorted geometry.

Geometry as ORCA input:
```
! RIJCOSX wB97M-V def2-TZVPD def2/J DEFGRID3
* xyz 0 1
F 1.5380 0.1819 -1.1471
P 0.6221 -0.3490 0.0853
Br -2.7632 -1.3267 -0.4500
Br 0.6031 1.4938 1.5118
*
```

Values from the calculation:
HOMO energy (alpha / beta) in eV: -10.99 / -9.25
ΔE to the lowest compared entry with this formula, charge and spin in kcal per mole: 64.5
Gap between HOMO and LUMO (alpha / beta) in hartree: 0.3265 / 0.2093
Energy in Ha: -5589.22104

=====

ORCA calculation (ωB97M-V/def2-TZVPD) on a 2-piece molecular cluster, Br2H4P2Si overall at a distorted geometry.

Geometry as ORCA input:
```
! RIJCOSX wB97M-V def2-TZVPD def2/J DEFGRID3
* xyz 0 1
Si -1.2760 0.4033 -0.7075
P 2.1316 -1.6528 -0.6878
P 0.5429 0.7744 0.6548
Br -2.7641 -0.8264 0.5631
Br -2.5989 2.2634 -1.3211
H 2.3225 -1.6668 0.6443
H 1.4160 -2.7677 -0.3993
H 0.7906 2.0118 -0.0036
H -0.5645 1.4607 1.2570
*
```

Values from the calculation:
HOMO energy (alpha / beta) in eV: -8.93 / -8.33
ΔE to the lowest compared entry with this formula, charge and spin in kcal per mole: 69.8
Gap between HOMO and LUMO (alpha / beta) in hartree: 0.2514 / 0.2461
Energy in Ha: -6122.57088

=====

ORCA calculation (ωB97M-V/def2-TZVPD) on a 2-piece molecular cluster, Br2H4P2Si overall at a distorted geometry.

Geometry as ORCA input:
```
! RIJCOSX wB97M-V def2-TZVPD def2/J DEFGRID3
* xyz 0 1
H 2.6344 -0.2303 -2.5196
P 1.9252 0.8322 -1.9611
Si 1.2300 -0.2600 -0.2950
P -0.2806 0.3957 1.2138
Br 1.7094 -2.3796 0.3260
H 0.6822 0.7618 2.1395
H -0.3430 1.6667 0.6747
Br -4.1553 -0.8195 -0.2017
H -3.4022 0.0331 0.6234
*
```

Values from the calculation:
HOMO energy in eV: -8.70
ΔE to the lowest compared entry with this formula, charge and spin in kcal per mole: 42.5
Gap between HOMO and LUMO in hartree: 0.2997
Energy in Ha: -6122.61443

=====

ORCA calculation (ωB97M-V/def2-TZVPD) on a 2-piece molecular cluster, Br2H4P2Si overall at a distorted geometry.

Geometry as ORCA input:
```
! RIJCOSX wB97M-V def2-TZVPD def2/J DEFGRID3
* xyz 0 3
Si -3.3550 0.5121 1.0314
P 2.7264 -0.4429 -0.4332
P 0.7401 -0.2644 0.3754
Br -3.3511 2.0195 -0.7223
Br -3.2316 -1.4570 -0.1723
H 3.0958 0.9479 -0.4411
H 3.2411 -0.4232 1.0008
H 0.0691 -1.3512 0.0369
H 0.0651 0.4592 -0.6756
*
```

Values from the calculation:
HOMO energy (alpha / beta) in eV: -7.31 / -8.72
Expectation value of S²: 2.005
ΔE to the lowest compared entry with this formula, charge and spin in kcal per mole: 30.7
Gap between HOMO and LUMO (alpha / beta) in hartree: 0.2805 / 0.1793
Energy in Ha: -6122.52766

=====

ORCA calculation (ωB97M-V/def2-TZVPD) on a single Br2HOPS molecule at a distorted geometry.

Geometry as ORCA input:
```
! RIJCOSX wB97M-V def2-TZVPD def2/J DEFGRID3
* xyz 0 1
O 0.2165 -0.4322 1.2188
P -0.2599 -0.1399 -0.2358
S -1.5280 -1.5322 -0.8995
Br 1.6182 0.1377 -1.3193
Br -1.0933 1.8882 -0.0563
H 1.0465 0.0783 1.2922
*
```

Values from the calculation:
HOMO energy in eV: -9.44
ΔE to the lowest compared entry with this formula, charge and spin in kcal per mole: 0.0
Gap between HOMO and LUMO in hartree: 0.3235
Energy in Ha: -5963.49032

=====

ORCA calculation (ωB97M-V/def2-TZVPD) on a single Br2OS2 molecule at a distorted geometry.

Geometry as ORCA input:
```
! RIJCOSX wB97M-V def2-TZVPD def2/J DEFGRID3
* xyz 0 1
Br 2.7655 -0.2812 -0.3135
S 1.3035 1.0215 0.6018
O -0.1203 0.0928 0.8341
S -1.6699 0.4085 0.0529
Br -2.2788 -1.2416 -1.1752
*
```

Values from the calculation:
HOMO energy in eV: -9.25
ΔE to the lowest compared entry with this formula, charge and spin in kcal per mole: 6.2
Gap between HOMO and LUMO in hartree: 0.3025
Energy in Ha: -6019.58286

=====

ORCA calculation (ωB97M-V/def2-TZVPD) on a single Br3ClSi molecule at a distorted geometry.

Geometry as ORCA input:
```
! RIJCOSX wB97M-V def2-TZVPD def2/J DEFGRID3
* xyz 0 1
Cl 1.3839 -0.2056 1.0149
Si -0.2318 0.0987 -0.1087
Br -0.3157 2.0418 -1.0384
Br -0.0508 -1.4369 -1.8727
Br -2.1160 -0.3680 0.8417
*
```

Values from the calculation:
HOMO energy in eV: -10.61
ΔE to the lowest compared entry with this formula, charge and spin in kcal per mole: 0.0
Gap between HOMO and LUMO in hartree: 0.3898
Energy in Ha: -8471.91848

=====

ORCA calculation (ωB97M-V/def2-TZVPD) on Br3Li as an isolated structure at a distorted geometry.

Geometry as ORCA input:
```
! RIJCOSX wB97M-V def2-TZVPD def2/J DEFGRID3
* xyz -1 2
Li 0.4766 -0.0099 -1.1383
Br 0.5260 2.1878 0.3054
Br -2.3355 -0.3238 -0.2222
Br 1.3328 -1.8541 1.0551
*
```

Values from the calculation:
HOMO energy (alpha / beta) in eV: -4.45 / -4.37
Expectation value of S²: 0.757
ΔE to the lowest compared entry with this formula, charge and spin in kcal per mole: 7.9
Gap between HOMO and LUMO (alpha / beta) in hartree: 0.2492 / 0.1420
Energy in Ha: -7729.71754

=====

ORCA calculation (ωB97M-V/def2-TZVPD) on a 2-piece molecular cluster, Br4H2N3P3 overall at a distorted geometry.

Geometry as ORCA input:
```
! RIJCOSX wB97M-V def2-TZVPD def2/J DEFGRID3
* xyz 0 1
N -0.4274 1.3701 0.0380
N -0.8160 0.2189 -0.2124
N -0.0779 -0.8639 -0.1980
P 2.3243 0.8197 -1.1450
P 1.0697 1.6668 0.5656
P 1.5451 -0.8622 -0.1501
Br -4.1431 -0.8962 -0.1590
Br 1.1653 3.8414 0.1116
Br 1.9867 -2.8875 -0.9162
Br 2.2626 -1.1380 1.9574
H -1.7385 0.0412 -0.5788
H -3.1507 -1.3102 0.6869
*
```

Values from the calculation:
HOMO energy in eV: -8.13
ΔE to the lowest compared entry with this formula, charge and spin in kcal per mole: 2.6
Gap between HOMO and LUMO in hartree: 0.2446
Energy in Ha: -11485.55510

=====

ORCA calculation (ωB97M-V/def2-TZVPD) on a 2-piece molecular cluster, Br6HNSi2 overall at a distorted geometry.

Geometry as ORCA input:
```
! RIJCOSX wB97M-V def2-TZVPD def2/J DEFGRID3
* xyz 0 1
Br 2.7831 -2.6384 0.1196
Si 3.2867 -0.4548 0.1798
Br 2.1988 0.6687 1.7556
Br 3.0694 0.3197 -1.8673
Br 5.4429 -0.4550 0.6999
N -0.0035 -1.1910 -0.4907
Si -0.9342 -2.3668 0.0369
Br -2.8423 -2.8861 -1.0925
Br -0.7640 -3.3949 1.9581
H 0.1176 -1.2151 -1.5140
*
```

Values from the calculation:
HOMO energy in eV: -9.63
ΔE to the lowest compared entry with this formula, charge and spin in kcal per mole: 71.4
Gap between HOMO and LUMO in hartree: 0.3248
Energy in Ha: -16078.67465

=====

ORCA calculation (ωB97M-V/def2-TZVPD) on BrClFHN3O as an isolated structure at a distorted geometry.

Geometry as ORCA input:
```
! RIJCOSX wB97M-V def2-TZVPD def2/J DEFGRID3
* xyz -1 1
N 3.7256 2.5432 -0.1346
N 4.4758 2.0933 0.5413
N 4.4521 -0.2913 -0.7080
O 2.9651 3.0758 -0.8174
F -1.3541 -0.6288 -0.6519
Cl 0.9296 0.3447 0.6953
Br 3.0116 -1.1624 -0.5908
H -0.5506 -0.2920 -0.1912
*
```

Values from the calculation:
HOMO energy (alpha / beta) in eV: -4.52 / -4.66
ΔE to the lowest compared entry with this formula, charge and spin in kcal per mole: 84.9
Gap between HOMO and LUMO (alpha / beta) in hartree: 0.2704 / 0.2724
Energy in Ha: -3374.08444

=====

ORCA calculation (ωB97M-V/def2-TZVPD) on a 2-piece molecular cluster, BrClFHSi overall at a distorted geometry.

Geometry as ORCA input:
```
! RIJCOSX wB97M-V def2-TZVPD def2/J DEFGRID3
* xyz 0 1
F 0.3242 0.3493 -1.8660
Si -0.8960 -0.3155 -1.0238
Cl 1.3291 0.1236 2.6997
Br -2.7199 0.6380 -2.0219
H 1.9626 -0.7955 2.2120
*
```

Values from the calculation:
HOMO energy in eV: -9.94
ΔE to the lowest compared entry with this formula, charge and spin in kcal per mole: 51.9
Gap between HOMO and LUMO in hartree: 0.3375
Energy in Ha: -3424.23702

=====

ORCA calculation (ωB97M-V/def2-TZVPD) on a 2-piece molecular cluster, BrClHOP overall at a distorted geometry.

Geometry as ORCA input:
```
! RIJCOSX wB97M-V def2-TZVPD def2/J DEFGRID3
* xyz 0 1
O -1.6244 -0.7414 -1.6704
P -0.2617 -1.1927 -1.7981
Br 0.8230 0.3662 -3.0320
Cl 0.0176 0.6337 3.5984
H 1.0455 0.9342 2.9021
*
```

Values from the calculation:
HOMO energy in eV: -10.68
ΔE to the lowest compared entry with this formula, charge and spin in kcal per mole: 21.0
Gap between HOMO and LUMO in hartree: 0.3446
Energy in Ha: -3451.43130

=====

ORCA calculation (ωB97M-V/def2-TZVPD) on a 2-piece molecular cluster, BrClN2O2 overall at a distorted geometry.

Geometry as ORCA input:
```
! RIJCOSX wB97M-V def2-TZVPD def2/J DEFGRID3
* xyz 0 1
N -0.5489 -0.6093 -0.0326
N 0.6242 -0.1786 0.8251
O -1.5470 -0.2105 0.4461
O -0.3870 -1.0606 -1.1212
Cl -0.3011 2.5266 -0.1669
Br 2.1598 -0.4677 0.0493
*
```

Values from the calculation:
HOMO energy (alpha / beta) in eV: -10.30 / -10.27
ΔE to the lowest compared entry with this formula, charge and spin in kcal per mole: 70.9
Gap between HOMO and LUMO (alpha / beta) in hartree: 0.1920 / 0.1902
Energy in Ha: -3293.88030

=====

ORCA calculation (ωB97M-V/def2-TZVPD) on a single BrH2OP molecule at a distorted geometry.

Geometry as ORCA input:
```
! RIJCOSX wB97M-V def2-TZVPD def2/J DEFGRID3
* xyz 0 1
O -0.2969 -0.5747 0.0802
P -0.2061 1.0202 0.0807
Br -0.6111 1.1060 -2.4588
H -1.2393 -0.7682 -0.1633
H 1.2761 0.8822 -0.2174
*
```

Values from the calculation:
HOMO energy in eV: -9.85
ΔE to the lowest compared entry with this formula, charge and spin in kcal per mole: 12.2
Gap between HOMO and LUMO in hartree: 0.3350
Energy in Ha: -2991.80345

=====

ORCA calculation (ωB97M-V/def2-TZVPD) on a 2-piece molecular cluster, BrH3NO2P overall at a distorted geometry.

Geometry as ORCA input:
```
! RIJCOSX wB97M-V def2-TZVPD def2/J DEFGRID3
* xyz 0 1
H 1.6741 -1.2198 -0.0901
N 1.0381 -0.5105 -0.0591
P 1.7038 0.8788 -0.0496
O 0.4302 1.8913 0.1164
H -0.4305 1.5523 0.1408
O -1.5381 -1.5245 0.0858
Br -2.2427 0.1191 0.0326
H -0.6350 -1.1868 -0.1767
*
```

Values from the calculation:
HOMO energy in eV: -9.92
ΔE to the lowest compared entry with this formula, charge and spin in kcal per mole: 12.0
Gap between HOMO and LUMO in hartree: 0.3581
Energy in Ha: -3122.36229

=====

ORCA calculation (ωB97M-V/def2-TZVPD) on BrHIP as an isolated structure at a distorted geometry.

Geometry as ORCA input:
```
! RIJCOSX wB97M-V def2-TZVPD def2/J DEFGRID3
* xyz 0 1
P 0.7135 -1.0075 1.3439
Br -1.3582 -1.6957 2.0863
I 1.3787 0.7830 2.8071
H -0.2233 0.1344 0.2128
*
```

Values from the calculation:
HOMO energy in eV: -9.50
ΔE to the lowest compared entry with this formula, charge and spin in kcal per mole: 23.0
Gap between HOMO and LUMO in hartree: 0.3265
Energy in Ha: -3213.64128

=====

ORCA calculation (ωB97M-V/def2-TZVPD) on a single BrHOS molecule at a distorted geometry.

Geometry as ORCA input:
```
! RIJCOSX wB97M-V def2-TZVPD def2/J DEFGRID3
* xyz 0 1
O -0.0774 0.5988 1.3822
S 0.2487 -1.3445 -1.9103
Br 0.8032 0.1143 -0.4197
H -0.9746 0.6314 0.9478
*
```

Values from the calculation:
HOMO energy (alpha / beta) in eV: -9.34 / -9.35
ΔE to the lowest compared entry with this formula, charge and spin in kcal per mole: 66.0
Gap between HOMO and LUMO (alpha / beta) in hartree: 0.2408 / 0.2422
Energy in Ha: -3047.89968